(1)
35
Properties=species:S:1:pos:R:3:mulliken_charge:R:1 method="wB97M-V/def2-TZVPD" e_lumo_ev="1.9 / 1.9" homo_energy_ha="-0.139 / -0.139" charge=-1 de_lowest_kcal_mol=44.6 mol_weight_g_mol=510.0
Pt 1.30 -1.27 0.15 0.900
O 5.26 -1.26 -1.34 -0.624
C 4.14 -1.53 -1.08 0.716
N 3.03 -1.86 -0.89 -0.799
S 1.04 -1.52 2.40 -0.688
F -5.12 -0.92 0.93 -0.351
C -3.92 -1.45 0.54 0.446
C -3.45 -1.20 -0.74 -0.479
C -2.24 -1.73 -1.12 -0.320
C -1.46 -2.51 -0.24 0.954
C -0.16 -2.96 -0.58 -1.977
C -2.01 -2.78 1.04 -0.314
C -3.22 -2.25 1.43 -0.540
H -4.02 -0.58 -1.40 0.401
H -1.86 -1.52 -2.11 0.312
H 0.11 -2.96 -1.63 0.475
H 0.24 -3.80 0.00 0.496
H -1.44 -3.38 1.73 0.329
H -3.61 -2.42 2.42 0.416
C 0.11 3.82 -0.65 -1.205
Ge 1.03 2.15 0.00 0.432
C 1.13 2.32 1.98 -1.128
C 2.87 2.22 -0.75 -1.146
C 0.14 0.49 -0.52 -1.058
H 0.66 4.70 -0.33 0.351
H -0.90 3.89 -0.25 0.355
H 0.05 3.84 -1.73 0.364
H 1.68 3.21 2.28 0.384
H 1.63 1.45 2.40 0.308
H 0.13 2.36 2.41 0.337
H 3.39 3.12 -0.44 0.375
H 2.84 2.19 -1.84 0.349
H 3.44 1.36 -0.41 0.301
H 0.07 0.38 -1.60 0.435
H -0.86 0.42 -0.08 0.194

(2)
19
Properties=species:S:1:pos:R:3:mulliken_charge:R:1 method="wB97M-V/def2-TZVPD" e_lumo_ev=0.8 homo_energy_ha=-0.301 de_lowest_kcal_mol=92.5 mol_weight_g_mol=117.2
C 1.05 0.45 -0.55 -0.625
C 2.03 -0.13 0.44 -1.032
N -0.70 -1.92 -0.21 0.241
C -0.76 0.48 0.03 1.058
N -0.95 1.53 0.97 -0.650
N -1.56 0.73 -1.13 -0.755
C -0.95 -0.87 0.54 -0.967
O -0.32 -1.85 -1.43 -0.611
H -0.61 -2.84 0.25 0.262
H -1.92 1.81 1.04 0.263
H -0.54 1.33 1.87 0.235
H -1.35 1.66 -1.51 0.273
H -1.37 0.01 -1.83 0.303
H 1.11 1.53 -0.62 0.435
H 1.11 0.01 -1.53 0.374
H -1.11 -1.04 1.60 0.309
H 3.00 -0.31 -0.03 0.332
H 1.68 -1.10 0.80 0.267
H 2.16 0.52 1.31 0.286